Entry 1:
A molecular structure, C19H20B2BrCdF4IN5O4. Source: the Open Molecules 2025 dataset; level of theory: ωB97M-V/def2-TZVPD.

Output
ΔE to the lowest compared entry with this formula, charge and spin   245.2 kJ/mol
LUMO   -4.34 eV
Spin multiplicity   1
E_HOMO   -11.94 eV
Total charge   +1

Cartesian coordinates (Å):
C 1.144 -1.016 4.929
F -1.041 -2.262 -2.423
C 0.369 -1.916 4.212
C -3.020 0.441 -0.322
C 2.498 -2.452 -0.942
H -1.467 -0.171 -3.537
H 1.806 1.086 2.362
H 5.412 -0.979 -0.783
C -2.410 -0.052 -1.582
H 3.532 -3.985 -1.981
N 1.234 -2.263 -0.948
F 2.759 3.226 -1.208
O 1.116 2.267 0.166
H -5.089 1.002 -0.221
H 4.015 -3.799 -0.299
H 1.334 -1.170 5.982
H -0.454 -2.365 2.273
H -0.391 4.342 0.066
H -4.532 -0.011 1.117
N 2.692 -0.166 -0.452
C -4.453 0.156 0.042
B 2.169 2.033 -0.962
B -0.950 -2.951 -1.236
Br -3.959 3.981 -3.301
H 2.456 -4.567 -0.706
C 4.656 -1.094 -1.561
C -1.124 2.353 0.268
H -4.814 -0.729 -0.478
H -1.964 2.152 -4.044
H 4.886 -1.978 -2.150
F -1.838 -3.936 -1.055
C 0.148 -1.687 2.864
C -0.979 3.755 0.773
H -3.037 2.061 1.068
O -1.389 -1.746 -0.096
C -2.552 1.845 0.114
O 3.248 1.063 -0.554
C -2.027 0.446 -2.852
C -3.062 2.673 -2.257
C 1.410 0.245 2.921
H -0.415 3.748 1.706
C -3.209 2.751 -0.929
C -2.305 1.740 -3.102
O 0.389 -3.332 -0.851
H -3.842 3.542 -0.548
N -0.107 1.663 -0.051
H -1.944 4.226 0.938
C 1.670 0.084 4.268
N 0.659 -0.624 2.234
C 3.160 -3.784 -0.974
H 2.280 0.806 4.791
F 1.463 1.478 -2.039
I -0.458 -3.592 5.117
C 3.299 -1.171 -0.951
H 4.708 -0.203 -2.186
Cd 0.518 -0.375 -0.044
N -2.199 -0.794 -0.584

Entry 2:
A molecular structure, C32H42Cl2NPdSSi4 in a non-equilibrium geometry. Source: the Open Molecules 2025 dataset; level of theory: ωB97M-V/def2-TZVPD.

Output
ΔE to the lowest compared entry with this formula, charge and spin   0.0 kJ/mol
LUMO   -3.67 eV
Spin multiplicity   1
E_HOMO   -11.41 eV
Total charge   +1

Cartesian coordinates (Å):
Cl 4.244 -1.445 0.283
C 2.412 0.043 -3.045
H 2.282 2.681 -0.536
Pd -0.707 0.308 -0.109
H -2.766 -4.399 -2.759
H -0.849 4.822 -3.699
C 2.325 -0.549 -4.305
Si -1.782 -2.380 -1.813
Si 0.856 0.482 -2.131
H -2.423 0.172 2.607
Si -0.717 -2.832 1.155
H 5.604 -0.631 -5.132
C -2.014 -4.008 1.851
H -1.771 3.037 -0.974
C -0.134 2.969 -2.894
C 0.046 -1.929 2.620
H -4.569 -3.280 0.825
C 0.733 2.337 -1.995
H -4.987 -2.384 -0.641
C -3.678 0.479 -0.192
H -2.566 -0.229 -2.872
H 3.764 0.874 -1.584
C -2.628 -4.055 -1.729
C -4.716 -2.285 0.411
H -2.009 -4.797 -1.224
H -3.961 4.058 -1.523
H -0.392 -0.943 2.793
C 0.576 -3.960 0.399
H 5.782 0.445 -2.914
C -3.915 3.041 -1.158
H -0.788 2.377 -3.526
C 4.711 -0.440 -4.551
H 2.168 5.122 -0.675
H -2.547 -4.565 1.079
H -4.123 -0.260 2.776
H -3.906 -1.342 -2.589
C 1.567 3.136 -1.211
C 3.670 0.400 -2.558
Cl 0.229 1.996 1.711
C -3.145 -0.635 2.463
H -6.031 2.684 -1.226
C -4.935 0.992 -0.484
H 1.358 -0.821 -4.712
H -5.813 0.382 -0.315
H 4.697 2.168 3.428
H 5.507 0.226 2.107
H -2.747 -3.532 2.504
H -0.268 0.019 -2.969
H 0.125 -4.698 -0.267
Si -3.257 -1.146 0.663
H -2.872 -1.451 3.132
C 1.870 1.399 1.753
H -3.608 -4.050 -1.255
H 3.388 -1.258 -6.028
C 0.640 5.128 -2.182
N -2.577 1.222 -0.412
C -5.058 2.277 -0.986
H -5.569 -1.840 0.933
H 0.105 -3.791 -2.543
C 3.469 -0.794 -5.054
H 0.604 6.207 -2.252
C 2.301 0.336 0.966
C 4.812 0.162 -3.303
H 1.040 -4.514 1.221
C -2.857 -1.281 -2.891
H -0.103 -2.521 3.526
C -0.179 4.351 -2.991
S 1.316 -0.648 -0.142
H -1.476 -4.739 2.461
C 4.489 0.576 2.012
C -1.578 -1.640 -0.081
C -2.690 2.480 -0.856
C 3.631 -0.075 1.142
H 1.124 -1.799 2.493
H -0.186 -2.527 -3.723
H -2.799 -1.627 -3.926
H 1.372 -3.450 -0.141
H 2.332 2.890 3.209
C 4.031 1.653 2.749
C 1.516 4.519 -1.294
C 2.714 2.063 2.628
C -0.131 -2.731 -2.653
H 0.736 -2.194 -2.263

Entry 3:
A single C19H22N2O3S molecule in a non-equilibrium geometry. Source: the Open Molecules 2025 dataset; level of theory: ωB97M-V/def2-TZVPD.

Output
ΔE to the lowest compared entry with this formula, charge and spin   200.8 kJ/mol
LUMO   0.35 eV
Spin multiplicity   1
E_HOMO   -8.24 eV
SMILES   C=CCN(c1ccc(C(=O)Nc2ccc(C)c(C)c2)cc1)S(C)(=O)=O

Cartesian coordinates (Å):
S -4.894 1.603 -0.105
C -4.987 0.707 2.390
H -5.663 0.335 -1.962
H -5.823 2.701 2.667
C -0.261 -0.469 0.756
O -6.159 2.150 0.278
C 7.122 -1.619 -2.208
C -2.841 0.541 1.133
N 1.834 -0.531 -0.402
H 0.219 1.530 0.105
H 3.546 -2.327 0.676
H 7.733 -0.718 -2.164
O 1.461 -1.997 1.311
C 4.933 -0.386 -2.371
C 3.137 -0.840 -0.808
H -5.161 2.975 5.019
C 5.210 -2.020 -0.639
H 1.385 0.182 -0.959
C -5.293 1.930 3.206
O -4.003 2.414 -0.873
H 6.347 0.939 -3.279
H 5.820 -2.758 -0.138
N -4.125 1.079 1.279
H -4.222 -0.395 -1.213
H -3.322 -1.440 1.825
C -0.553 0.858 0.452
C 5.731 -1.339 -1.729
C -5.183 0.066 -1.030
H -5.827 -0.576 -0.444
H -1.034 -2.298 1.524
H 5.727 -0.305 -4.356
H -2.053 2.386 0.411
H -5.921 0.291 1.998
H 7.592 -2.385 -1.596
H 3.035 0.588 -2.401
C -4.931 2.081 4.465
C -2.550 -0.786 1.447
H 4.708 1.072 -3.924
H -4.485 -0.038 3.008
C -1.825 1.360 0.644
C 1.095 -1.080 0.602
C 3.652 -0.150 -1.904
H -4.395 1.314 5.001
C -1.272 -1.275 1.273
C 3.930 -1.785 -0.171
C 5.455 0.376 -3.551
H 7.112 -1.961 -3.243

Entry 4:
A molecular structure, C6AgCl4O2. Source: the Open Molecules 2025 dataset; level of theory: ωB97M-V/def2-TZVPD.

Output
LUMO   1.99 eV
Spin multiplicity   1
E_HOMO   -3.29 eV
Total charge   -1

Cartesian coordinates (Å):
C -1.306 0.424 -0.276
Cl -1.512 0.305 -2.997
O -1.314 0.589 2.071
C 1.301 -0.458 -0.239
Cl 2.953 -1.015 -0.196
C -0.666 0.122 -1.489
Cl -2.957 0.984 -0.280
C 0.641 -0.320 -1.471
C -0.682 0.299 0.970
C 0.698 -0.168 0.990
Ag 0.032 0.251 3.765
O 1.349 -0.311 2.109
Cl 1.462 -0.702 -2.955

Entry 5:
A single C9H11NSe molecule in a non-equilibrium geometry. Source: the Open Molecules 2025 dataset; level of theory: ωB97M-V/def2-TZVPD.

Output
ΔE to the lowest compared entry with this formula, charge and spin   0.0 kJ/mol
LUMO   0.76 eV
Spin multiplicity   1
E_HOMO   -7.95 eV
SMILES   C=C[Se]c1ccccc1NC

Cartesian coordinates (Å):
H 0.168 -3.199 2.308
Se -0.021 -0.681 2.606
H -1.330 -1.179 0.322
C 0.212 -2.338 1.708
H 1.072 3.192 -1.524
H -1.459 -1.533 -2.183
H 2.357 3.132 0.540
C 0.324 0.519 1.064
H -2.859 -1.236 -1.294
H 0.821 -3.336 0.165
C 0.893 2.448 -0.801
H 1.032 -1.539 -0.179
C -0.044 1.474 -1.125
C 1.311 1.507 1.354
H -0.650 1.689 -2.024
H -2.247 0.122 -2.103
C -1.893 -0.816 -1.581
C 0.697 -2.324 0.435
C 1.583 2.410 0.414
C -0.390 0.537 -0.148
N -1.387 -0.435 -0.320
H 1.812 1.587 2.367

Entry 6:
A molecular structure, C20H23N2Sn in a non-equilibrium geometry. Source: the Open Molecules 2025 dataset; level of theory: ωB97M-V/def2-TZVPD.

Output
LUMO (spin up / spin down)   -5.62 / -6.62 eV
Spin multiplicity   1
E_HOMO (spin up / spin down)   -10.10 / -9.59 eV
Total charge   +1

Cartesian coordinates (Å):
H 0.096 -3.161 0.009
C -0.493 2.744 0.077
H -1.888 -0.216 -2.610
H 4.536 -1.624 -3.466
H 4.439 0.483 -0.955
C 4.678 -0.541 -0.633
H 3.542 -2.819 0.258
N -2.071 0.778 1.362
H -3.036 1.656 -0.281
H -3.552 -0.845 -0.589
H -3.343 0.489 4.446
C -0.495 -1.713 -1.647
Sn 0.191 -0.143 0.099
C 3.712 -2.875 -0.828
C -2.508 -1.148 -0.670
H -5.047 2.291 0.913
H -1.337 -0.082 3.126
C -3.309 0.787 3.410
C 0.439 2.403 1.093
C -1.664 -0.886 -1.781
C -2.174 0.467 2.655
H 2.813 -1.901 -3.181
C 1.589 1.821 0.465
C -1.831 -2.002 0.240
H 2.851 -3.379 -1.291
H 2.535 1.564 0.945
H 2.032 1.479 -1.742
C 1.310 1.746 -0.967
H 5.778 -0.652 -0.745
H -0.545 2.332 -2.123
C -5.553 1.844 3.510
C -4.258 1.780 1.446
H -2.226 -2.358 1.193
C -4.360 1.459 2.787
C -0.596 -2.405 -0.364
H 0.330 2.618 2.157
H 4.582 -3.550 -0.971
H 0.258 -1.905 -2.414
C 3.679 -1.320 -2.830
H 3.497 -0.257 -3.048
C -0.016 2.267 -1.173
C 3.936 -1.544 -1.404
N -6.525 2.148 4.093
H -1.371 3.376 0.213
H 4.469 -0.626 0.443
C -3.096 1.419 0.773

Number 1: electronic energy -4799.26950 Eh. Number 2: electronic energy -3903.71154 Eh. Number 3: electronic energy -1470.62757 Eh. Number 4: electronic energy -2366.91436 Eh. Number 5: electronic energy -2805.64864 Eh. Number 6: electronic energy -1099.27008 Eh.